Entry from the OMol25 dataset: a single C19H24FN5 molecule (ωB97M-V/def2-TZVPD).

CARTESIAN COORDINATES (ANGSTROEM)
C  -4.543  -0.415  -2.229
C  -4.567  -0.148  -0.766
N  -5.601  -0.486  -0.015
N  -5.292  -0.105  1.226
C  -4.074  0.480  1.301
C  -3.567  0.475  0.015
C  -2.238  0.970  -0.438
H  -1.973  1.874  0.115
H  -2.282  1.213  -1.501
C  -1.157  -0.106  -0.197
N  0.199  0.259  -0.537
C  0.425  0.468  -1.947
H  -0.030  1.395  -2.331
H  0.022  -0.378  -2.502
H  1.499  0.518  -2.128
C  0.757  1.326  0.274
C  2.249  1.249  0.277
C  3.154  2.285  0.206
N  4.389  1.741  0.182
N  4.341  0.417  0.217
C  3.056  0.087  0.286
C  2.630  -1.308  0.291
C  1.659  -1.792  1.162
C  1.227  -3.103  1.129
C  1.785  -3.975  0.211
C  2.776  -3.530  -0.648
C  3.192  -2.213  -0.606
H  3.962  -1.857  -1.274
H  3.222  -4.212  -1.356
H  1.451  -5.001  0.175
H  0.468  -3.428  1.824
F  1.135  -0.979  2.108
C  5.648  2.424  0.137
H  5.710  3.061  -0.748
H  6.431  1.670  0.097
H  5.786  3.041  1.028
H  3.005  3.346  0.174
H  0.456  2.330  -0.079
H  0.388  1.202  1.296
H  -1.410  -1.000  -0.774
H  -1.167  -0.379  0.862
C  -3.503  0.977  2.579
H  -2.862  1.836  2.394
H  -2.901  0.205  3.060
H  -4.296  1.270  3.266
H  -5.944  -0.265  1.977
H  -5.470  -0.901  -2.520
H  -4.439  0.517  -2.785
H  -3.704  -1.060  -2.486

Cartesian forces, eV/Å:
C -0.03 0.02 0.10
C -0.03 0.06 0.45
N -0.54 -0.36 -0.42
N 0.32 0.15 0.08
C 0.01 0.01 -0.27
C -0.18 0.09 0.29
C 0.16 -0.30 0.16
H 0.04 0.08 -0.10
H 0.03 0.12 0.00
C -0.07 0.18 -0.06
N -0.01 0.16 0.03
C 0.05 -0.04 0.04
H 0.00 0.00 -0.03
H -0.01 -0.03 -0.09
H 0.02 0.02 -0.11
C -0.01 0.02 0.07
C 0.22 0.18 0.00
C -0.18 -0.24 0.05
N -0.56 0.05 -0.03
N 0.35 -0.67 0.07
C -0.03 0.73 0.06
C -0.02 -0.33 0.12
C 0.21 -0.27 -0.11
C -0.07 0.18 0.11
C 0.05 0.02 -0.04
C 0.02 -0.17 -0.09
C -0.10 0.05 0.14
H 0.06 0.06 -0.07
H 0.03 -0.05 -0.06
H -0.03 -0.08 0.01
H -0.07 0.00 0.08
F 0.03 0.05 -0.17
C 0.41 0.23 -0.01
H 0.02 -0.05 0.04
H -0.06 0.06 0.00
H 0.01 -0.05 -0.04
H -0.02 0.24 -0.03
H -0.04 -0.07 0.08
H -0.07 0.04 -0.07
H -0.07 -0.02 0.08
H -0.06 -0.07 0.00
C 0.05 -0.13 -0.03
H 0.03 0.08 0.05
H 0.04 0.02 0.09
H 0.02 0.08 0.08
H 0.07 0.02 -0.14
H -0.04 -0.04 -0.08
H 0.01 0.01 -0.11
H 0.03 -0.04 -0.11

Calculated values
LUMO level = 0.8 eV
Molar mass = 341.43 g mol⁻¹
SMILES = Cc1n[nH]c(C)c1CCN(C)Cc1cn(C)nc1-c1ccccc1F
HOMO level = -7.9 eV
Energy relative to the best compared isomer or geometry (same formula, charge and spin) = 13.3 kJ/mol
Maximum force = 0.8 eV/Å
Gap between HOMO and LUMO = 8.689 eV
Net charge = 0

Löwdin atomic charge list, values in e, 4 entries: number 1, C, carries -0.03; number 2, C, carries -0.32; number 3, N, carries 0.07; number 4, N, carries 0.01

***

Entry from the OMol25 dataset: a single C19H24FN5O4 molecule (ωB97M-V/def2-TZVPD).

CARTESIAN COORDINATES (ANGSTROEM)
C  3.979  0.225  4.752
H  4.569  -0.664  4.507
O  2.683  0.152  4.208
C  2.547  0.058  2.862
C  1.239  -0.037  2.387
C  1.017  -0.136  1.032
C  2.038  -0.154  0.088
C  3.329  -0.059  0.591
C  3.594  0.048  1.946
H  4.619  0.115  2.272
H  4.160  -0.082  -0.099
C  1.789  -0.285  -1.397
N  1.386  0.934  -2.091
C  2.193  2.082  -1.742
H  3.237  1.771  -1.682
H  1.906  2.526  -0.773
C  2.031  3.121  -2.844
N  0.629  3.434  -2.967
C  -0.377  2.599  -2.669
O  -1.539  2.925  -2.838
C  -0.036  1.231  -2.075
C  -0.817  0.169  -2.883
H  -1.605  0.659  -3.455
C  -1.422  -0.941  -2.041
O  -0.884  -2.040  -1.973
N  -2.589  -0.695  -1.417
C  -3.276  0.571  -1.313
H  -3.408  0.817  -0.257
H  -2.734  1.376  -1.799
H  -4.265  0.486  -1.772
C  -3.204  -1.776  -0.661
C  -2.820  -1.699  0.777
N  -3.347  -0.859  1.623
O  -2.711  -1.029  2.790
N  -1.769  -1.983  2.694
C  -1.795  -2.429  1.471
C  -0.908  -3.479  0.933
H  -1.454  -4.418  0.852
H  -0.572  -3.192  -0.063
H  -0.058  -3.619  1.593
H  -4.289  -1.692  -0.759
H  -2.855  -2.722  -1.080
H  -0.119  -0.298  -3.581
H  -0.439  1.279  -1.049
H  0.362  4.314  -3.387
H  2.583  4.032  -2.601
H  2.415  2.713  -3.787
H  1.032  -1.048  -1.577
H  2.721  -0.616  -1.869
F  -0.269  -0.221  0.621
H  0.413  -0.047  3.079
H  4.509  1.120  4.410
H  3.841  0.279  5.831

Cartesian forces, eV/Å:
C 0.23 0.02 0.08
H -0.02 0.04 0.00
O -0.31 -0.02 -0.16
C -0.09 -0.01 -0.29
C -0.01 0.00 0.04
C 0.33 0.06 0.25
C -0.06 -0.03 -0.03
C -0.29 -0.03 0.00
C 0.22 0.03 0.38
H 0.08 0.01 0.07
H 0.08 -0.01 -0.10
C -0.02 -0.09 -0.03
N 0.06 0.18 -0.09
C 0.00 0.31 -0.28
H 0.00 0.04 0.03
H 0.10 -0.05 -0.04
C 0.39 -0.29 0.18
N 0.16 0.42 -0.14
C 0.01 0.07 0.05
O -0.29 -0.04 -0.02
C -0.27 -0.09 -0.06
C -0.05 -0.03 0.07
H 0.05 0.00 0.06
C 0.11 0.17 -0.40
O 0.15 -0.29 -0.01
N -0.30 -0.25 0.11
C -0.11 0.30 -0.01
H -0.01 0.07 -0.06
H 0.00 -0.02 -0.01
H -0.02 0.05 0.01
C 0.04 -0.05 -0.10
C 0.26 -0.06 0.86
N -0.41 -0.06 -0.79
O -0.10 0.25 0.24
N 0.64 -0.72 -0.18
C -0.62 0.62 0.22
C 0.14 -0.11 0.02
H 0.04 -0.09 -0.02
H 0.04 -0.05 0.01
H 0.07 -0.07 0.03
H 0.09 -0.04 -0.04
H -0.16 0.12 0.07
H -0.10 -0.01 0.10
H 0.04 0.04 -0.10
H -0.11 -0.14 0.06
H -0.05 -0.07 0.00
H 0.06 0.06 0.13
H 0.13 -0.03 -0.08
H -0.07 -0.07 0.11
F 0.09 0.03 -0.12
H -0.14 -0.01 0.07
H -0.02 -0.04 0.00
H 0.06 0.00 -0.07

Calculated values
LUMO level = 0.6 eV
Molar mass = 405.43 g mol⁻¹
SMILES = COc1ccc(CN2CCNC(=O)[C@H]2CC(=O)N(C)Cc2nonc2C)c(F)c1
HOMO level = -8.6 eV
Maximum force = 1.0 eV/Å
Gap between HOMO and LUMO = 9.268 eV
Net charge = 0

Löwdin atomic charge list, values in e, 4 entries: number 1, C, carries -0.09; number 2, H, carries 0.10; number 3, O, carries -0.07; number 4, C, carries -0.27

***

Entry from the OMol25 dataset: C19H24FeNO4 as an isolated structure at a distorted geometry (ωB97M-V/def2-TZVPD).

CARTESIAN COORDINATES (ANGSTROEM)
C  -4.570  2.661  1.338
O  -3.258  3.222  0.909
C  -2.056  2.493  0.914
C  -1.559  1.765  2.014
C  -1.093  0.314  1.741
C  -0.610  -0.197  0.315
C  -0.750  0.986  -0.549
C  -1.215  2.298  -0.228
Fe  -0.531  3.711  1.568
C  0.548  3.560  2.893
O  1.419  3.607  3.698
C  -1.303  5.330  2.018
O  -1.168  6.390  2.348
C  0.697  4.377  0.511
O  1.673  4.763  -0.017
H  -5.217  3.527  1.580
H  -5.017  2.108  0.489
H  -4.460  2.006  2.227
H  -1.992  1.922  3.018
H  -0.251  0.181  2.470
H  -1.937  -0.343  2.101
H  0.579  -0.353  0.396
H  -0.189  1.012  -1.462
H  -1.437  3.003  -1.032
C  -1.531  -2.997  -1.928
C  -1.682  -2.451  -0.477
C  -0.333  -1.745  -0.068
C  0.641  -2.286  -1.105
N  1.959  -2.314  -1.031
C  2.822  -2.453  -2.247
C  4.219  -2.069  -1.768
C  4.134  -1.744  -0.285
C  2.703  -1.845  0.146
C  -0.041  -2.869  -2.326
H  -1.865  -4.032  -2.049
H  -2.125  -2.387  -2.610
H  -2.529  -1.713  -0.407
H  -1.903  -3.343  0.191
H  -0.020  -2.158  0.952
H  2.783  -3.479  -2.649
H  2.460  -1.784  -3.048
H  4.901  -2.891  -1.961
H  4.572  -1.225  -2.354
H  4.724  -2.425  0.297
H  4.488  -0.752  -0.081
H  2.313  -0.878  0.456
H  2.526  -2.541  0.967
H  0.398  -3.814  -2.714
H  0.083  -2.146  -3.161

Cartesian forces, eV/Å:
C 0.65 -0.18 0.01
O 1.14 -0.08 -0.25
C -2.26 -1.49 1.70
C -1.48 0.01 -0.62
C 1.03 -1.56 1.50
C 3.44 2.49 1.10
C 0.95 1.23 -0.26
C -1.62 -1.39 -1.76
Fe -3.74 -3.47 -0.88
C 6.22 0.38 5.84
O -3.98 -0.49 -3.42
C 0.26 1.60 0.92
O -0.76 0.88 0.06
C 6.65 2.30 -3.98
O -3.97 -1.32 1.96
H 0.66 -0.48 -0.14
H 0.41 0.25 0.47
H 0.01 0.40 -0.56
H 0.04 -0.27 -0.60
H -0.73 -0.48 -0.53
H 0.66 0.72 -0.16
H -1.64 2.12 0.10
H -0.01 -0.45 -0.73
H 0.57 -0.32 -0.17
C 0.19 0.48 -0.30
C -0.46 -0.78 0.34
C -1.83 -2.62 0.73
C -2.87 0.35 -0.41
N 2.86 0.26 -0.13
C -0.75 0.07 0.44
C 0.00 -0.18 -0.66
C 0.35 0.00 0.18
C -1.27 -0.53 -0.57
C 0.04 0.65 -0.04
H -0.04 0.23 0.27
H -0.09 -0.14 0.00
H 0.67 -0.84 0.04
H 0.25 1.30 -0.52
H -0.41 0.63 -1.01
H -0.06 0.30 0.27
H 0.07 -0.19 0.34
H 0.16 -0.01 0.06
H 0.12 0.09 0.07
H 0.46 -0.30 0.24
H 0.37 0.45 0.07
H -0.02 0.33 0.17
H 0.17 0.00 0.12
H -0.18 0.45 0.59
H -0.23 -0.39 0.12

Calculated values
LUMO level (spin up / spin down) = -3.3 / -5.8 eV
Molar mass = 386.25 g mol⁻¹
HOMO level (spin up / spin down) = -8.1 / -12.0 eV
Energy relative to the best compared isomer or geometry (same formula, charge and spin) = 212.6 kJ/mol
Maximum force = 8.5 eV/Å
Gap between HOMO and LUMO (spin up / spin down) = 4.746 / 6.212 eV
Net charge = +1
2S+1 = 5

Löwdin atomic charge list, values in e, 4 entries: number 1, C, carries 0.01; number 2, O, carries -0.12; number 3, C, carries -0.41; number 4, C, carries -0.07